No. 1
A gas-phase ion, C5H15N3 (charge -1), computed with ωB97M-V with the def2-TZVPD basis set.

Positions of all 23 atoms, in Å:
H1 2.107 1.255 -0.528
H2 1.075 -1.840 2.775
H3 0.573 -1.762 1.216
H4 1.209 0.537 2.891
H5 1.812 0.765 -2.229
H6 -2.232 -2.008 -1.938
C1 -1.721 -0.410 -0.535
C2 -0.250 0.001 -0.215
C3 1.111 0.058 1.856
H7 -2.369 0.484 -0.318
H8 -0.727 1.367 -1.714
N1 -1.956 -0.998 -1.912
H9 -1.052 -0.290 1.737
N2 1.335 -1.461 1.850
H10 -2.120 -1.209 0.227
H11 0.485 -0.811 -0.575
H12 1.392 2.517 -1.555
H13 -1.166 -1.139 -2.442
N3 -0.010 1.162 -1.061
C4 -0.252 0.358 1.243
C5 1.411 1.385 -1.397
H14 1.976 0.558 1.332
H15 -0.631 1.480 1.290

Output
Charge: -1
<S²>: 0.750
Multiplicity: 2
Energy relative to the best compared isomer or geometry (same formula, charge and spin) (eV): 1.697
Strongest force on any atom (eV/Å): 3.2
Gap between HOMO and LUMO (spin up / spin down) (eV): 2.5268 / 8.7818
Calculated total energy (hartree): -363.64184
E_LUMO (spin up / spin down) (eV): 3.87 / 3.69
M (g mol⁻¹): 117.20
Highest occupied orbital energy (spin up / spin down) (eV): 1.34 / -5.09

And the natural (NBO) charges, in e, turn out to be: 0.193 0.334 0.334 0.175 0.167 0.283 -0.566 -0.160 -0.251 0.165 0.380 -0.947 0.208 -0.897 0.121 0.185 0.192 0.338 -0.683 -0.523 -0.435 0.170 0.217

No. 2
2 unconnected molecules or ions with the total composition C7H15NO2PS, computed with ωB97M-V with the def2-TZVPD basis set.

Positions of all 27 atoms, in Å:
P1 0.078 -0.912 -1.498
H1 0.689 3.044 -2.628
H2 -1.305 -3.259 1.200
H3 0.537 -2.536 2.788
H4 -1.913 -2.101 0.003
C1 0.671 2.424 -0.609
C2 -0.257 -1.228 1.233
C3 0.342 3.440 -1.704
H5 0.836 4.335 -1.413
O1 -1.060 -1.752 -2.010
H6 -2.670 0.554 -1.077
N1 -1.787 1.134 -0.955
H7 1.256 -1.054 2.971
H8 2.816 1.599 -1.594
H9 -2.063 -1.834 1.803
H10 0.240 2.607 0.448
H11 -0.587 -0.272 1.007
H12 1.572 -0.750 0.261
C4 0.725 -1.457 0.152
H13 -0.399 -1.406 3.535
C5 0.320 -1.522 2.703
O2 1.122 -0.577 -2.538
H14 1.167 -2.429 0.016
C6 -1.402 -2.212 1.009
S1 2.420 1.943 -0.332
C7 -0.645 0.751 -1.025
H15 -0.701 3.469 -1.746

Output
Charge: -1
Multiplicity: 1
Energy relative to the best compared isomer or geometry (same formula, charge and spin) (eV): 0.403
Strongest force on any atom (eV/Å): 4.3
Gap between HOMO and LUMO (eV): 7.0012
Calculated total energy (hartree): -1220.51022
E_LUMO (eV): 3.18
M (g mol⁻¹): 208.24
Highest occupied orbital energy (eV): -3.82

And the natural (NBO) charges, in e, turn out to be: 2.110 0.215 0.197 0.195 0.264 -0.362 -0.223 -0.661 0.196 -1.166 0.380 -0.733 0.203 0.151 0.179 0.203 0.214 0.238 -0.791 0.193 -0.605 -1.161 0.225 -0.636 -0.095 0.048 0.223

No. 3
A molecular structure, C36H29N8O2S2Ta, computed with ωB97M-V with the def2-TZVPD basis set.

Positions of all 78 atoms, in Å:
C1 -4.141 2.992 3.633
C2 -3.930 -3.022 1.832
H1 -4.594 4.290 2.094
S1 0.154 -2.036 2.128
H2 -5.448 4.540 3.576
H3 2.374 -4.818 -2.777
H4 -4.673 -2.723 2.558
H5 -2.994 -1.125 1.844
C3 1.500 -0.147 -4.113
C4 2.863 0.984 -2.506
H6 -2.807 -5.619 0.017
C5 -1.982 -3.647 0.015
H7 4.989 0.038 -0.787
Ta1 -0.263 -1.009 -0.099
N1 1.620 -0.081 0.742
H8 4.557 3.886 2.287
C6 -2.771 0.998 0.730
C7 -3.232 2.207 2.745
C8 6.018 1.585 0.277
N2 -1.592 0.541 1.185
C9 0.384 -5.450 -2.285
N3 -4.803 3.990 3.030
C10 4.646 3.045 1.612
H9 2.611 -0.723 4.371
H10 -4.596 -5.061 1.635
C11 1.335 -3.344 -1.628
H11 0.451 -6.384 -2.825
C12 -3.887 -4.310 1.316
C13 0.170 -2.965 -0.943
H12 -1.662 2.035 4.200
H13 3.660 1.665 -2.248
H14 1.208 -0.383 -5.126
H15 -0.261 0.622 2.771
C14 -2.985 -2.114 1.422
H16 3.076 1.216 -4.631
N4 1.124 -0.477 -1.781
C15 1.451 -4.565 -2.273
C16 3.520 2.332 1.246
C17 -0.845 -3.937 -0.875
H17 -4.558 2.104 1.036
C18 -1.469 2.613 -3.059
N5 -0.462 1.653 -1.107
C19 -2.897 -4.619 0.409
C20 -1.233 1.561 -2.193
H18 6.992 1.282 -0.083
C21 2.530 0.732 -3.833
H19 -2.101 2.461 -3.923
O1 -1.622 -0.618 -1.404
C22 2.439 0.522 -0.070
C23 2.149 0.355 -1.506
C24 -1.997 1.768 3.208
C25 -1.815 0.201 -2.452
C26 1.446 -1.034 2.743
C27 0.818 -0.730 -3.059
C28 3.636 1.257 0.365
N6 2.012 -0.080 2.061
C29 -3.602 1.822 1.458
H20 2.203 -2.695 -1.646
H21 0.004 -1.419 -3.240
C30 0.115 2.821 -0.848
H22 6.775 3.222 1.432
C31 -0.070 3.940 -1.650
N7 1.806 -1.215 4.018
H23 2.553 2.594 1.656
H24 1.441 -1.988 4.546
C32 -0.761 -5.138 -1.572
N8 -2.030 -2.394 0.513
C33 -0.875 3.835 -2.773
H25 0.736 2.872 0.040
O2 -2.367 -0.139 -3.452
S2 -4.310 2.558 5.199
C34 4.889 0.886 -0.121
C35 -1.223 0.954 2.410
H26 -1.036 4.688 -3.418
H27 -1.580 -5.842 -1.557
H28 0.414 4.871 -1.390
H29 -3.094 0.643 -0.238
C36 5.895 2.670 1.132

Output
Charge: +2
Multiplicity: 1
Energy relative to the best compared isomer or geometry (same formula, charge and spin) (eV): 0.513
Strongest force on any atom (eV/Å): 0.8
Gap between HOMO and LUMO (eV): 5.9025
Calculated total energy (hartree): -2830.86747
E_LUMO (eV): -6.98
M (g mol⁻¹): 850.76
Highest occupied orbital energy (eV): -12.88

And the Löwdin charges, in e, turn out to be: -0.848 -0.014 0.112 0.761 0.115 0.117 0.124 0.094 0.019 0.039 0.118 -0.211 0.126 1.761 -0.078 0.116 -0.131 -0.216 -0.046 -0.078 -0.036 0.110 -0.048 0.126 0.129 -0.117 0.121 -0.002 -0.250 0.115 0.131 0.134 0.075 -0.127 0.132 -0.042 -0.052 -0.033 -0.189 0.131 0.041 0.076 0.029 -0.200 0.118 0.019 0.137 -0.248 -0.163 -0.210 0.002 -0.529 -0.810 -0.096 -0.198 0.015 0.022 0.097 0.132 -0.097 0.119 -0.013 0.127 0.107 0.105 -0.006 -0.083 -0.010 0.109 0.179 0.754 -0.031 -0.115 0.126 0.114 0.121 0.116 -0.045